# 1
Below is C39H30GeN3O4RuS as an isolated structure, with properties calculated with ωB97M-V/def2-TZVPD.

CARTESIAN COORDINATES (ANGSTROEM)
C: 2.222 -0.098 3.683
H: 0.553 5.872 -1.206
H: 7.030 4.498 -1.176
C: -2.333 -4.442 -0.869
H: -2.644 -0.718 1.497
H: 3.880 -1.935 -4.422
C: -2.898 3.264 0.159
C: 3.190 -1.810 -3.594
C: -0.808 0.428 0.001
C: 1.410 -0.105 2.555
C: -6.883 -2.539 1.243
Ge: 0.211 -1.173 0.101
H: 1.370 0.576 -2.009
C: -2.656 -4.999 0.362
H: 8.122 2.336 -0.604
C: -3.902 4.170 -0.055
O: -7.812 -3.067 0.378
C: 2.795 2.859 -0.193
N: -1.599 3.505 -0.116
O: 4.216 0.426 0.466
H: 4.557 4.700 -0.969
O: -7.049 -2.733 2.423
C: -3.495 -0.523 -0.447
H: -2.329 -4.909 2.482
H: 6.729 0.427 0.167
C: 1.783 -0.401 -2.241
C: -2.264 5.715 -0.885
H: -3.363 -5.818 0.423
H: 2.132 -3.197 1.398
H: -4.638 -1.870 2.456
H: -1.974 6.672 -1.304
C: -5.756 -1.827 0.637
H: -7.487 -2.946 -0.521
H: -4.340 6.166 -0.809
C: -4.629 -1.554 1.420
C: 6.437 3.658 -0.836
H: -4.644 -0.437 -2.265
H: 3.258 0.708 0.502
C: 1.361 -1.214 1.711
N: 0.891 3.930 -0.420
H: -3.098 2.273 0.550
C: -1.246 4.759 -0.618
S: -2.103 0.241 -1.179
H: 3.235 -3.884 -3.038
C: 0.122 4.967 -0.796
Ru: 0.010 2.265 0.067
H: -2.787 -4.827 -1.776
H: 3.561 -3.193 3.396
H: 2.943 0.302 -3.904
C: 1.952 -2.737 -1.751
H: 2.254 0.783 4.315
C: -2.077 -4.488 1.516
C: 5.063 3.776 -0.722
C: 4.893 1.496 0.033
C: 2.830 -2.902 -2.816
C: -5.737 -1.397 -0.700
H: 0.806 0.764 2.316
C: 2.956 -2.323 3.166
C: 1.419 -1.485 -1.444
H: -4.926 3.907 0.174
C: 6.282 1.380 -0.087
H: 3.636 -1.200 4.869
C: 2.146 -2.319 2.038
C: -0.860 -2.841 0.209
O: 2.119 1.817 0.223
N: 2.260 4.001 -0.532
H: -6.600 -1.529 -1.348
C: -1.441 -3.379 -0.940
H: 1.669 -3.602 -1.157
C: 7.046 2.447 -0.516
H: -0.764 -3.015 2.347
C: -1.192 -3.419 1.434
C: 4.266 2.716 -0.290
C: 2.664 -0.557 -3.304
H: -1.212 -2.941 -1.907
C: -3.524 -0.920 0.896
C: -4.640 -0.759 -1.229
C: 2.997 -1.207 3.993
C: -3.567 5.432 -0.609

Its largest force on an atom is 0.55 eV/A. Its multiplicity is 2. Its frontier orbital gap (spin up / spin down) is 4.500 / 4.577 eV. The energy above the lowest of the compared OMol25 structures with the same formula, charge and spin is 17.2 kcal/mol. The HOMO energy (spin up / spin down) comes out at -0.31 / -0.39 eV. Its total charge is -2. The expectation value of S² is 1.13.

---

# 2
Below is C39H30N6O5RuS3 as an isolated structure at a distorted geometry, with properties calculated with ωB97M-V/def2-TZVPD.

CARTESIAN COORDINATES (ANGSTROEM)
C: 1.350 -3.434 2.107
H: 5.940 -1.804 -0.865
H: -3.411 6.844 2.044
C: -3.772 -0.403 -1.047
C: -2.889 6.267 4.053
C: 0.139 -0.009 5.312
C: 1.886 -4.744 1.703
C: -0.339 0.803 4.218
C: 3.727 -0.416 -3.715
C: -2.809 0.285 -1.837
C: -1.984 4.095 3.310
C: -2.464 4.855 2.280
C: 1.984 3.396 -2.335
H: -3.477 2.242 -5.383
C: -3.115 0.645 -3.156
S: 1.430 -0.829 -2.340
O: -1.629 0.651 -1.408
H: 2.869 -7.428 -0.337
C: -4.346 0.338 -3.695
O: 0.829 -0.313 -3.534
C: 5.316 -1.414 -1.660
C: 0.475 3.544 -0.546
H: -5.467 -1.591 0.762
H: -2.866 0.652 -5.919
O: 0.957 -2.105 -1.838
H: 2.606 3.829 -3.111
C: 0.668 -1.234 5.091
Ru: -0.547 -0.053 0.070
H: 5.553 -0.071 -4.772
H: 1.626 -3.694 4.218
C: 2.638 -6.723 0.445
C: 1.290 -3.036 3.426
H: -1.593 2.596 1.085
H: -2.457 4.542 1.245
C: 1.279 1.539 -1.265
C: 2.850 -6.855 1.784
S: 1.923 -5.229 0.055
C: 3.150 -0.899 -2.548
C: 0.895 -2.528 1.119
H: -0.144 4.097 0.154
C: -5.045 -0.666 -1.641
O: -2.323 -0.748 0.800
H: 0.057 0.382 6.317
H: 7.864 -1.287 -2.241
N: 7.273 -0.958 -2.980
C: -3.472 -0.831 0.266
H: -2.335 1.138 -3.716
N: 2.036 2.078 -2.216
C: -0.230 0.293 2.935
C: -0.922 2.075 4.353
H: 1.149 5.269 -1.644
H: -4.585 -0.765 2.053
H: 2.499 -5.629 3.581
C: 0.783 -1.766 3.754
C: -1.232 2.128 1.988
H: 3.089 -0.025 -4.496
C: -4.487 -1.431 1.194
H: -6.292 -0.535 -3.367
C: 5.914 -0.934 -2.836
C: 0.350 -0.975 2.707
C: -3.756 1.270 -5.792
H: -3.203 7.110 4.648
N: 1.170 0.180 -1.067
H: 7.707 -0.600 -3.808
O: -4.707 0.621 -4.949
C: -1.370 2.757 3.242
C: 1.191 4.198 -1.525
C: -5.334 -0.318 -2.917
C: 5.098 -0.439 -3.860
H: 3.487 -1.777 -0.616
H: -4.095 -2.378 1.564
N: 0.521 2.223 -0.391
C: 2.417 -5.714 2.506
C: -2.986 6.105 2.707
N: -0.677 0.946 1.841
H: 3.300 -7.727 2.235
H: -4.251 1.403 -6.748
H: -1.025 2.507 5.342
C: 3.947 -1.397 -1.521
H: 0.948 -2.765 0.063
H: -5.810 -1.171 -1.071
N: 0.419 -1.333 1.414
H: 1.019 -1.840 5.917
S: -2.172 4.917 4.806

Its largest force on an atom is 1.20 eV/A. Its multiplicity is 2. Its frontier orbital gap (spin up / spin down) is 6.529 / 6.419 eV. The energy above the lowest of the compared OMol25 structures with the same formula, charge and spin is 25.6 kcal/mol. The HOMO energy (spin up / spin down) comes out at -9.85 / -9.85 eV. Its total charge is +1. The expectation value of S² is 0.75.

---

# 3
Below is C39H31Cl2N6O4PSSe2W as an isolated structure at a distorted geometry, with properties calculated with ωB97M-V/def2-TZVPD.

CARTESIAN COORDINATES (ANGSTROEM)
C: -0.027 1.332 -7.048
C: -3.830 -2.531 1.819
N: -2.046 -2.347 -1.450
C: 0.569 6.086 -1.402
H: -6.143 -3.796 4.643
H: 7.275 1.968 2.704
H: -3.918 -4.562 0.207
C: -1.359 1.698 -5.079
H: -5.598 -2.463 0.611
C: 5.623 3.339 2.860
C: 5.405 0.994 2.405
O: -0.131 -2.784 1.084
C: 2.999 -3.444 4.473
H: 0.272 7.936 -2.449
H: 2.792 -1.701 0.307
H: 0.748 4.103 -0.598
C: -4.131 -3.289 4.081
H: 2.101 1.394 -6.760
H: 2.089 -4.361 2.757
C: -0.090 4.080 -2.575
C: -6.021 -3.158 2.601
N: -2.427 -0.250 1.886
H: 0.986 6.558 -0.521
H: -3.714 -3.530 5.050
C: 4.013 1.087 2.334
H: -2.451 -4.661 -3.826
H: 6.242 4.201 3.064
C: 2.200 -2.390 0.907
C: -5.494 -3.450 3.848
H: 2.342 0.186 1.583
C: -2.551 -4.194 -2.857
C: -2.785 -2.884 -0.478
C: 3.467 2.364 2.503
H: -1.888 2.722 2.815
H: 2.289 -3.399 0.510
H: -2.174 1.326 -7.028
P: -0.314 2.265 -2.554
N: 0.782 -1.211 -2.270
Se: 1.302 1.408 -1.390
H: 1.941 1.823 -4.331
C: -5.187 -2.706 1.585
C: 0.748 -2.003 0.830
H: 3.769 4.435 2.912
S: -1.119 1.606 0.441
H: 3.953 -2.251 5.987
C: -3.378 -4.131 -0.623
C: 6.202 2.094 2.671
H: -2.688 1.420 3.627
C: -0.204 1.845 -4.320
O: -0.402 -0.712 -2.897
C: 4.247 3.476 2.767
H: -2.329 1.775 -4.601
C: -3.302 -2.821 3.075
O: 0.502 -0.674 0.600
C: 0.432 4.706 -1.442
C: -0.510 4.866 -3.652
H: -3.699 -5.774 -1.958
C: 2.539 -3.464 3.165
N: -2.229 -1.003 0.768
W: -0.729 -0.526 -0.992
C: 1.042 1.730 -4.929
C: 3.192 -1.173 2.872
C: -1.941 0.945 1.800
C: -0.370 6.246 -3.608
C: 2.653 -2.348 2.346
C: -2.931 -2.074 0.726
C: 1.129 1.477 -6.290
C: 3.579 -2.283 4.972
C: -1.271 1.441 -6.442
H: 0.043 1.126 -8.108
N: -2.074 1.739 2.897
Cl: 6.178 -0.526 2.095
H: 4.085 -0.235 4.579
H: -0.934 4.401 -4.534
C: 0.169 6.858 -2.484
H: -2.241 -2.684 3.246
H: -7.080 -3.284 2.413
C: 3.664 -1.150 4.178
O: 0.388 -2.212 -1.506
H: -1.384 -2.463 -3.386
H: 2.915 -4.327 5.094
Se: -2.847 0.559 -1.829
C: -1.954 -2.972 -2.625
Cl: 1.745 2.558 2.372
C: -3.252 -4.797 -1.826
H: -0.682 6.843 -4.456
N: 3.217 -0.018 2.052

Its largest force on an atom is 1.45 eV/A. Its multiplicity is 3. Its frontier orbital gap (spin up / spin down) is 6.631 / 5.528 eV. The energy above the lowest of the compared OMol25 structures with the same formula, charge and spin is 8.0 kcal/mol. The HOMO energy (spin up / spin down) comes out at -7.29 / -7.48 eV. The expectation value of S² is 2.02.

---

# 4
Below is C39H31Cl3LaN14O3SSeSi as an isolated structure at a distorted geometry, with properties calculated with ωB97M-V/def2-TZVPD.

CARTESIAN COORDINATES (ANGSTROEM)
N: -18.288 -3.843 5.105
C: -20.918 -2.878 6.113
N: -21.877 -0.473 4.875
C: -21.584 8.594 2.878
C: -27.160 1.433 5.110
H: -19.900 4.412 3.158
C: -21.715 7.213 3.078
O: -21.665 4.007 0.463
N: -16.641 -2.072 4.345
H: -24.774 -1.236 3.683
C: -23.050 5.189 3.512
N: -24.477 1.848 7.448
C: -27.496 0.071 5.242
C: -19.327 1.769 2.566
C: -24.903 3.010 9.561
H: -25.827 4.981 -0.771
H: -24.651 0.005 -0.668
N: -20.641 6.325 2.999
C: -18.395 -0.449 3.745
C: -24.995 1.907 8.687
H: -25.664 1.075 8.882
H: -22.514 10.417 2.781
H: -25.022 7.040 3.767
H: -20.625 9.054 2.670
C: -20.854 1.844 -2.167
H: -25.030 4.007 0.416
C: -17.460 0.415 3.115
N: -24.255 0.902 -0.379
H: -25.802 3.211 -0.946
C: -23.832 1.625 -1.508
H: -24.015 4.918 9.876
N: -25.060 0.744 4.056
C: -23.007 2.941 -1.277
O: -24.061 1.227 -2.625
Cl: -15.023 3.480 4.710
C: -22.408 3.034 0.165
N: -21.949 4.361 3.328
C: -18.891 -2.668 4.698
C: -19.757 -0.055 3.907
C: -25.446 -0.545 4.144
S: -16.709 -3.597 4.944
Si: -17.000 4.004 4.877
N: -22.706 2.575 6.065
C: -17.958 1.584 2.541
H: -26.924 -1.979 4.660
C: -20.645 -0.968 4.613
C: -23.534 0.971 0.807
N: -24.240 4.731 3.843
H: -19.819 2.556 1.939
C: -23.952 4.143 -1.424
C: -17.960 -1.693 4.228
C: -25.202 4.080 -0.629
C: -25.597 3.041 4.250
H: -21.230 0.891 -2.484
Cl: -17.445 5.787 5.880
C: -22.953 6.672 3.326
C: -25.895 1.707 4.463
H: -21.328 3.973 -2.070
H: -23.607 -0.802 6.016
H: -23.386 5.018 -1.112
La: -22.553 1.649 3.585
C: -24.069 7.491 3.509
H: -22.792 -2.799 7.124
N: -20.210 1.029 3.230
C: -24.084 4.056 9.216
C: -22.578 -1.124 5.833
H: -22.329 3.150 -3.268
C: -20.818 5.010 3.133
O: -23.565 0.052 1.685
C: -22.717 9.389 2.949
H: -28.320 -0.281 5.910
H: -19.668 6.640 2.867
H: -26.220 3.875 4.500
H: -20.460 1.774 -1.153
H: -24.895 9.492 3.367
H: -27.824 2.188 5.480
H: -24.218 4.311 -2.474
Cl: -17.975 2.336 5.736
H: -16.434 0.146 3.083
H: -19.960 2.011 -2.773
C: -20.167 -2.212 5.134
N: -24.393 3.407 3.821
N: -22.469 4.801 7.577
H: -25.551 3.089 10.450
H: -17.292 2.298 2.011
H: -20.527 -3.796 6.503
N: -22.675 2.014 0.977
C: -23.952 8.862 3.268
C: -23.539 2.724 7.121
Se: -21.637 4.109 6.125
C: -23.326 3.911 8.023
C: -26.679 -0.920 4.651
C: -22.151 -2.325 6.406
C: -21.846 3.003 -2.287

Its largest force on an atom is 4.98 eV/A. Its multiplicity is 1. Its frontier orbital gap (spin up / spin down) is 2.968 / 2.971 eV. The energy above the lowest of the compared OMol25 structures with the same formula, charge and spin is 23.2 kcal/mol. The HOMO energy (spin up / spin down) comes out at -7.45 / -7.45 eV. Its total charge is +1.

---

What is the multiplicity in the second record?
2